# C6H4O

A cluster of 2 separate species, C6H4O in total (the ωB97M-V functional and the def2-TZVPD basis, OMol25).

max |F| = 0.0726 Eh/bohr
HOMO energy (spin up / spin down) = -10.03 / -7.96 eV
energy above the lowest of the compared OMol25 structures with the same formula, charge and spin = 164.1 kcal per mole
gap between HOMO and LUMO (spin up / spin down) = 9.471 / 6.969 eV
total charge = 0
spin multiplicity = 1

Last column: Mulliken charge in e.
Cartesian coordinates (Å):
C1 -1.43629 -0.23034 0.26019  0.01
C2 -0.93167 1.04030 -0.15129  -0.89
C3 -0.53760 -1.25330 0.35962  -1.00
C4 0.40219 0.97621 -0.09869  0.62
C5 0.76120 -0.79090 0.07613  0.72
C6 1.52696 0.26218 -0.08415  -0.66
O1 4.31196 -0.05303 0.08845  -0.41
H1 -2.43707 -0.37182 0.58850  0.40
H2 -1.50415 1.81298 -0.45712  0.47
H3 -0.85435 -2.21054 0.37622  0.43
H4 4.19586 -0.43079 1.07018  0.32